Record 1
Here is a cluster of 9 separate species, C3H24NO8 in total in a non-equilibrium geometry from the Open Molecules 2025 dataset. Energies are from the ωB97M-V functional and the def2-TZVPD basis.

Geometry as XYZ:
```
36
Properties=species:S:1:pos:R:3:forces:R:3:lowdin_charge:R:1
C 2.77393 -2.21780 -0.25155 2.638 3.738 -1.026 -0.097
C 1.55200 -1.42134 -0.53253 1.226 -1.067 -0.580 -0.113
C 1.35421 -0.31813 0.17351 1.121 0.522 1.063 -0.123
N 0.11997 0.41068 0.14057 -1.780 -0.156 -0.238 0.134
H 3.35665 -1.66496 0.49556 -0.586 -0.979 0.108 0.045
H 2.60263 -3.18208 0.01057 -0.706 -2.899 0.818 0.049
H 3.44868 -2.20121 -1.15290 -0.731 -0.273 0.564 0.115
H 1.13043 -1.94896 -1.41877 -1.332 1.398 0.926 0.133
H 2.08665 0.18387 0.91521 -1.062 -1.561 -1.335 0.157
H 0.23159 1.42395 -0.10563 -0.393 -1.005 0.584 0.156
H -0.55521 -0.03315 -0.57111 0.554 0.990 1.160 0.143
H -0.34782 0.34932 1.09160 0.415 0.579 -1.279 0.165
H -0.91776 -3.22841 -0.60637 -0.404 -0.700 -0.034 0.020
H -2.10574 -3.25777 -1.75488 1.981 0.853 1.560 0.095
O -1.37708 -2.72922 -1.28066 -1.537 -0.111 -1.452 -0.093
H 2.39791 0.85717 -3.69096 -1.393 -0.263 -1.677 0.063
H 1.48851 0.56278 -5.06862 0.829 0.102 0.670 0.044
O 1.50642 0.85732 -4.14341 0.530 0.157 1.135 -0.095
H -1.35260 -2.92028 4.58844 -0.574 2.379 1.184 0.090
H -1.59623 -1.30554 5.10359 -2.324 2.842 4.697 -0.059
O -1.31759 -1.92517 4.55524 2.898 -5.179 -5.876 -0.025
H -2.40047 0.86746 3.18729 -0.251 -0.760 1.186 0.034
H -3.21899 1.71696 2.27407 -5.192 1.900 -0.645 -0.024
O -2.41402 1.38885 2.41111 5.388 -1.242 -0.563 0.034
H 5.08582 0.55147 0.47367 6.002 6.068 1.045 -0.052
H 4.92715 -0.94465 0.46199 0.520 0.418 0.019 0.060
O 4.52292 -0.07787 0.37646 -5.855 -5.861 -1.026 0.023
H -4.53583 1.57045 -1.33688 -3.052 -1.148 3.849 0.000
H -4.24921 1.10775 -2.77118 -0.554 -0.597 -0.277 0.074
O -4.06048 1.71584 -2.07038 3.318 1.769 -3.554 0.045
H -2.41342 1.38673 -1.76197 -2.119 1.817 -1.437 -0.025
H -0.79605 1.11084 -2.03047 4.802 1.834 -4.090 -0.034
O -1.57563 1.01746 -1.66223 -2.649 -3.464 4.668 0.030
H 0.93806 3.14251 2.13073 -2.424 -0.755 0.025 0.097
H -0.63706 3.21078 2.49980 0.332 -0.083 -0.080 0.039
O 0.02941 2.69202 2.02847 2.367 0.737 -0.093 -0.103
```
Positions in Å, forces in eV/Å.

Computed properties:
**Highest occupied orbital energy**: -13.1 eV
**Kohn-Sham gap**: 10.812 eV
**Total charge**: +1

---

Record 2
Here is the molecule C28H32N2O3 from the Open Molecules 2025 dataset. Energies are from the ωB97M-V functional and the def2-TZVPD basis.

Geometry as XYZ:
```
65
Properties=species:S:1:pos:R:3:forces:R:3:lowdin_charge:R:1
C 5.39096 6.25777 4.58631 -0.121 0.032 0.304 -0.021
C 4.31272 5.22184 4.81800 0.200 0.314 0.190 -0.416
O 3.72709 5.15326 5.88044 0.056 0.011 -0.094 0.069
C 4.00807 4.30797 3.70426 -0.335 -0.497 -0.217 -0.176
C 4.64977 4.34225 2.46404 -0.160 0.065 0.302 -0.029
C 4.30783 3.46221 1.46502 -0.048 -0.046 -0.254 -0.015
C 3.30316 2.49527 1.64218 0.247 0.229 0.327 -0.216
N 3.02696 1.59074 0.64222 0.085 -0.306 -0.114 -0.094
C 2.10846 0.49269 0.84037 -0.343 -0.036 0.189 -0.139
H 2.15337 0.13838 1.86870 0.022 -0.020 -0.047 0.117
C 0.67978 0.87992 0.45019 0.189 -0.206 0.061 -0.152
N 0.67052 1.28033 -0.94700 0.010 0.177 0.053 -0.181
C 1.57484 2.39871 -1.14778 0.285 -0.058 -0.074 -0.160
C 2.99848 1.99361 -0.74655 -0.177 0.349 -0.274 -0.136
H 3.67297 2.82706 -0.92815 0.011 -0.084 -0.004 0.107
H 3.31328 1.14276 -1.35831 0.023 0.086 -0.030 0.129
H 1.56068 2.67283 -2.20478 -0.015 0.044 0.017 0.124
H 1.27357 3.28091 -0.55257 0.011 -0.018 -0.056 0.134
C -0.65816 1.54559 -1.45786 -0.134 -0.220 -0.100 -0.148
H -1.21749 2.24897 -0.81130 0.021 -0.003 -0.092 0.134
C -1.49221 0.26495 -1.63719 0.574 -0.104 0.130 -0.340
O -2.69967 0.56671 -2.30624 -0.251 0.215 -0.210 -0.023
H -3.22976 1.15500 -1.75762 -0.017 -0.070 0.029 0.103
C -0.72980 -0.76451 -2.48651 -0.046 0.569 0.167 -0.135
O -0.98513 -2.10048 -2.15438 -0.271 -0.591 0.035 -0.100
C -2.31320 -2.53797 -2.40237 -0.127 -0.039 -0.026 -0.251
C -3.22487 -2.28978 -1.21615 0.002 0.214 0.040 -0.184
C -2.77635 -2.59377 0.06312 -0.017 0.012 -0.093 -0.029
C -3.59331 -2.38442 1.15888 0.059 -0.039 0.080 -0.078
C -4.87109 -1.87822 0.98481 -0.085 0.047 0.076 -0.093
C -5.32481 -1.58012 -0.28855 -0.133 0.003 0.016 -0.081
C -4.50497 -1.78364 -1.38558 0.112 -0.083 0.009 -0.043
H -4.85603 -1.53507 -2.37642 -0.010 0.056 -0.115 0.116
H -6.32022 -1.18362 -0.42820 -0.079 0.029 -0.007 0.101
H -5.51089 -1.71621 1.84000 -0.048 0.015 0.061 0.099
H -3.23513 -2.61901 2.15096 0.024 -0.023 0.075 0.102
H -1.77765 -2.98609 0.18657 0.108 -0.051 0.043 0.121
C -2.31697 -4.02826 -2.66858 0.199 0.044 -0.151 -0.157
C -1.25187 -4.82670 -2.27974 0.008 0.136 -0.018 -0.025
C -1.28944 -6.19314 -2.49647 0.013 -0.102 0.032 -0.079
C -2.39347 -6.77353 -3.09585 0.023 -0.113 -0.003 -0.096
C -3.46110 -5.98037 -3.48223 -0.090 -0.016 -0.036 -0.083
C -3.42349 -4.61464 -3.26971 0.079 0.043 0.018 -0.032
H -4.25803 -3.99775 -3.57107 -0.105 0.068 -0.035 0.114
H -4.32499 -6.42745 -3.95223 -0.064 -0.032 -0.041 0.101
H -2.42299 -7.84025 -3.26325 0.001 -0.078 -0.015 0.099
H -0.45338 -6.80731 -2.19451 0.064 -0.046 0.022 0.101
H -0.39252 -4.36470 -1.82050 0.110 0.024 0.031 0.113
H -2.71365 -2.00854 -3.27929 0.028 -0.063 0.102 0.157
H 0.34109 -0.62648 -2.32398 -0.149 0.022 -0.082 0.128
H -0.97370 -0.57078 -3.54099 0.042 0.008 0.031 0.142
H -1.71446 -0.18323 -0.65868 0.089 0.030 -0.141 0.135
H -0.55627 2.00568 -2.44466 -0.034 0.040 0.031 0.131
H 0.02672 0.01630 0.57599 -0.032 -0.002 0.084 0.120
H 0.32067 1.69569 1.10411 -0.028 -0.053 -0.021 0.130
H 2.43179 -0.32192 0.18390 -0.044 -0.010 0.086 0.130
C 2.67161 2.45718 2.89549 -0.108 -0.154 -0.141 -0.012
C 3.01763 3.34000 3.89017 0.229 0.271 0.068 -0.008
H 2.51407 3.30807 4.84515 -0.034 -0.008 0.064 0.119
H 1.88711 1.74453 3.09424 -0.066 -0.058 -0.019 0.098
H 4.85087 3.50728 0.53349 0.039 -0.022 -0.053 0.102
H 5.43404 5.05813 2.27221 0.086 0.075 -0.011 0.107
H 5.11853 6.90465 3.75531 0.040 0.047 -0.116 0.085
H 5.50708 6.85785 5.48523 -0.017 -0.018 0.003 0.082
H 6.33551 5.76986 4.35596 0.101 -0.006 -0.088 0.085
```
Positions in Å, forces in eV/Å.

Computed properties:
**Highest occupied orbital energy**: -7.9 eV
**Kohn-Sham gap**: 8.470 eV
**Total charge**: 0
**SMILES**: CC(=O)c1ccc(N2CCN(C[C@@H](O)COC(c3ccccc3)c3ccccc3)CC2)cc1

---

Record 3
Here is a structure of composition C22H24ClI2OOsPSb in a non-equilibrium geometry from the Open Molecules 2025 dataset. Energies are from the ωB97M-V functional and the def2-TZVPD basis.

Geometry as XYZ:
```
53
Properties=species:S:1:pos:R:3:forces:R:3:lowdin_charge:R:1
I -0.24531 -2.67324 -1.95271 -0.168 1.162 0.207 0.803
I -0.24531 2.78806 -1.91361 -0.128 -1.062 0.285 0.821
Os -0.08931 0.05826 -1.93841 4.452 -0.173 0.255 0.193
P 0.05869 0.06016 -4.31681 -0.199 0.110 -1.544 0.585
C -1.55811 0.04316 -5.16541 0.157 -0.006 0.472 -0.215
C 0.94639 1.48806 -5.02251 0.032 -0.140 0.581 -0.261
H 1.89979 -1.47434 -4.45741 0.027 -0.011 -0.198 0.032
H 1.18199 -1.16534 -6.07241 -0.088 -0.067 0.176 0.079
H 0.37799 -2.26904 -4.90851 -0.043 -0.031 -0.157 0.025
C 0.96779 -1.35754 -5.01601 0.039 0.146 0.610 -0.263
H 1.88879 1.60506 -4.48131 0.008 0.019 -0.187 0.034
H 1.14159 1.30556 -6.08441 -0.088 0.052 0.181 0.079
H -1.42881 0.04196 -6.25221 0.076 -0.002 0.166 0.080
H -2.12861 0.92746 -4.86791 -0.011 -0.080 -0.098 0.061
H 0.35589 2.39666 -4.89631 -0.027 0.009 -0.155 0.026
H -2.10851 -0.85234 -4.86311 -0.025 0.082 -0.106 0.060
C -1.93851 0.05666 -1.87841 -5.210 0.065 0.148 -0.621
O -3.09241 0.05636 -1.84121 2.531 0.008 -0.120 0.144
Cl 2.31919 0.07116 -2.01561 -0.874 -0.045 0.017 -0.094
C 4.14639 -0.32874 3.81879 0.479 -0.021 0.341 0.082
C 3.89869 -1.28644 2.83299 -1.196 -0.904 -1.675 0.032
C 2.75949 -1.18224 2.03289 1.819 -0.955 0.662 -0.073
C 1.85659 -0.12504 2.21659 -0.280 0.013 -0.905 -0.262
C 2.10799 0.83536 3.20319 1.225 0.576 1.430 -0.026
C 3.25199 0.73146 4.00429 -1.867 1.053 -0.595 0.041
Sb 0.18489 -0.01004 0.86859 -0.730 0.253 -0.132 1.469
C -0.89411 -1.80354 1.42139 0.109 -0.089 0.659 -0.408
C -2.21521 -1.97724 0.99309 0.063 -0.221 -0.054 -0.172
C -2.93821 -3.11444 1.36779 0.419 -0.052 0.138 -0.034
C -2.34671 -4.08294 2.18239 0.145 0.401 -0.170 -0.018
C -1.03271 -3.91254 2.62349 -0.104 0.343 -0.350 -0.027
C -0.30881 -2.77764 2.24609 -0.364 0.053 -0.054 -0.113
C -0.64861 1.86846 1.49199 -0.911 -0.587 0.654 -0.441
C -1.93381 1.88036 2.04709 0.413 0.092 -0.136 -0.098
C -2.50711 3.08446 2.46819 0.338 0.113 -0.151 -0.012
C -1.79321 4.27976 2.34189 0.337 -0.280 -0.167 -0.014
C -0.50501 4.27036 1.79729 -0.548 -0.030 0.079 -0.040
C 0.06799 3.06616 1.37499 0.022 -0.088 -0.449 -0.230
H 5.03419 -0.40524 4.43309 0.030 0.002 0.064 0.153
H 4.59259 -2.10354 2.68089 -0.005 0.033 0.005 0.142
H 2.58369 -1.91814 1.25799 0.095 -0.035 0.019 0.117
H 1.43249 1.66486 3.34939 -0.084 0.059 0.061 0.111
H 3.45099 1.47616 4.76299 -0.035 0.012 0.016 0.142
H -2.68911 -1.23074 0.37799 -0.223 0.129 -0.090 0.073
H -3.95871 -3.24204 1.03119 0.012 0.057 -0.002 0.127
H -2.90621 -4.96044 2.47739 -0.013 0.019 -0.002 0.129
H -0.57451 -4.65714 3.26219 0.016 0.046 -0.028 0.127
H 0.69709 -2.66484 2.61079 0.176 0.005 0.127 0.081
H -2.49051 0.95856 2.14699 -0.100 -0.039 0.086 0.100
H -3.50271 3.08996 2.89269 0.011 -0.014 -0.020 0.130
H -2.23751 5.21186 2.66739 0.038 -0.033 -0.004 0.130
H 0.04779 5.19606 1.70239 0.031 -0.035 0.013 0.127
H 1.06679 3.06216 0.95809 0.220 0.088 0.097 0.088
```
Positions in Å, forces in eV/Å.

Computed properties:
**Highest occupied orbital energy (spin up / spin down)**: -17.4 / -17.2 eV
**Kohn-Sham gap (spin up / spin down)**: 7.356 / 3.899 eV
**Total charge**: +3
**2S+1**: 5

---

Record 4
Here is a cluster of 2 separate species, H2NO5PS in total in a non-equilibrium geometry from the Open Molecules 2025 dataset. Energies are from the ωB97M-V functional and the def2-TZVPD basis.

Geometry as XYZ:
```
10
Properties=species:S:1:pos:R:3:forces:R:3:lowdin_charge:R:1
N 1.10141 -0.90851 0.05637 0.450 -0.106 -0.306 -0.323
O -0.36328 3.42392 -1.50709 0.330 -1.473 -0.612 -0.355
O -3.24192 4.37069 -1.90939 -0.042 -0.827 1.552 -0.401
O -1.37950 4.28219 0.61911 -0.285 -1.572 0.491 -0.390
O -4.35913 3.15497 0.00283 1.095 0.615 0.237 -0.381
O -3.76523 2.01877 -2.00905 1.050 -0.107 0.471 -0.389
P -1.36820 3.25464 -0.46045 0.621 3.553 0.355 0.571
S -3.44359 3.12900 -1.12414 -2.826 -0.085 -2.582 0.313
H 1.88666 -1.22598 -0.55424 -0.507 0.089 0.461 -0.311
H 1.01547 -1.64919 0.76178 0.114 -0.087 -0.065 -0.334
```
Positions in Å, forces in eV/Å.

Computed properties:
**Highest occupied orbital energy**: 1.3 eV
**Kohn-Sham gap**: 3.574 eV
**Total charge**: -2

---

Record 5
Here is the molecule C4H14N2OSi in a non-equilibrium geometry from the Open Molecules 2025 dataset. Energies are from the ωB97M-V functional and the def2-TZVPD basis.

Geometry as XYZ:
```
22
Properties=species:S:1:pos:R:3:forces:R:3:lowdin_charge:R:1
C -0.86900 -1.45115 3.27441 2.177 1.712 0.235 -0.089
C -0.94061 2.50508 -1.99121 -0.152 -1.449 1.629 -0.167
C 1.83394 -0.18579 -1.87417 -0.171 0.883 -0.909 -0.197
C -0.87178 -1.50231 1.71003 -0.590 -1.156 1.547 -0.325
N -1.42077 1.64257 -0.88640 1.662 -1.505 0.651 -0.179
N 0.63070 -0.48347 -1.05610 0.916 -0.746 -1.392 -0.161
O -0.97902 -0.26801 1.08625 -0.794 0.559 0.856 -0.215
Si -0.21772 0.58820 -0.02511 0.609 2.191 -1.213 0.354
H 0.06589 -0.82726 3.61506 -1.851 -0.798 -0.493 0.098
H -1.80786 -0.92584 3.57821 0.868 -0.585 0.129 0.076
H -0.69175 -2.43052 3.80069 -0.686 0.747 -0.915 0.078
H -0.67294 3.45891 -1.58658 0.208 0.888 -0.185 0.059
H -0.04824 2.01045 -2.35405 0.077 0.186 -0.745 0.046
H -1.75320 2.55220 -2.69099 0.067 0.297 -0.815 0.065
H 1.66340 0.06121 -2.98451 -0.279 -0.316 1.489 0.085
H 2.41282 0.66831 -1.48863 -0.481 -0.158 0.161 0.059
H 2.54468 -1.00207 -1.88944 -0.021 -0.454 0.211 0.054
H -1.80951 -2.02900 1.54877 0.046 -0.389 -0.776 0.106
H -0.02293 -2.06451 1.32912 0.072 -0.120 -0.066 0.104
H -2.15651 2.09694 -0.39446 -0.451 0.012 0.609 0.041
H 0.26472 -1.39857 -1.35455 -0.109 0.929 0.444 0.090
H 0.95867 1.48024 0.54883 -1.119 -0.729 -0.453 0.019
```
Positions in Å, forces in eV/Å.

Computed properties:
**Highest occupied orbital energy**: -8.7 eV
**Kohn-Sham gap**: 9.683 eV
**Total charge**: 0
**SMILES**: CCO[SiH](NC)NC

---

Record 6
Here is a cluster of 2 separate species, ClH3N2O2S in total in a non-equilibrium geometry from the Open Molecules 2025 dataset. Energies are from the ωB97M-V functional and the def2-TZVPD basis.

Geometry as XYZ:
```
9
Properties=species:S:1:pos:R:3:forces:R:3:lowdin_charge:R:1
N -0.03008 -0.12257 -0.68948 2.176 0.355 -0.171 -0.182
N 1.00214 -0.55714 -0.13064 -1.153 0.637 -1.296 0.026
O -2.05767 0.72509 1.37142 -0.285 0.723 0.539 -0.377
O -3.83884 0.92065 -0.27541 -0.112 0.431 0.213 -0.454
S -2.44736 0.62065 -0.20746 0.074 -1.703 0.905 0.627
Cl -2.39839 -1.56638 -0.22461 -0.401 0.259 -0.067 0.151
H -1.35272 0.30122 1.91170 -0.482 -0.031 -1.369 0.088
H 0.19873 0.69190 -1.34011 0.323 -0.816 1.000 0.078
H 0.70504 -1.39270 0.39798 -0.140 0.144 0.247 0.041
```
Positions in Å, forces in eV/Å.

Computed properties:
**Highest occupied orbital energy**: -9.9 eV
**Kohn-Sham gap**: 9.660 eV
**Total charge**: 0

---

For reference, energy relative to the best compared isomer or geometry (same formula, charge and spin) by record: 70.5, 18.8, 0.0, 93.8, 0.0, 24.8 kcal/mol.
For reference, calculated total energy by record: -784.99863, -1421.38069, -2654.75699, -1171.66341, -635.09152, -1120.07307 Eh.